{
  "formula": "C68H158BrN9O2",
  "method": "ωB97M-V with the def2-TZVPD basis set",
  "total_energy_ha": -5898.5943,
  "multiplicity": 2,
  "s_squared": 0.75,
  "homo_lumo_gap_ev": [7.919, 4.020],
  "e_lumo_ev": [-16.69, -20.59],
  "e_homo_ev": [-24.61, -24.61],
  "total_charge": 9,
  "elements": ["C", "C", "C", "N", "C", "C", "C", "C", "C", "H", "H", "H", "H", "H", "H", "H", "H", "H", "H", "H", "H", "H", "H", "H", "H", "H", "H", "C", "C", "C", "N", "C", "C", "C", "C", "C", "H", "H", "H", "H", "H", "H", "H", "H", "H", "H", "H", "H", "H", "H", "H", "H", "H", "H", "C", "C", "C", "N", "C", "C", "C", "C", "C", "H", "H", "H", "H", "H", "H", "H", "H", "H", "H", "H", "H", "H", "H", "H", "H", "H", "H", "C", "C", "C", "N", "C", "C", "C", "C", "C", "H", "H", "H", "H", "H", "H", "H", "H", "H", "H", "H", "H", "H", "H", "H", "H", "H", "H", "C", "C", "C", "N", "C", "C", "C", "C", "C", "H", "H", "H", "H", "H", "H", "H", "H", "H", "H", "H", "H", "H", "H", "H", "H", "H", "H", "C", "N", "C", "C", "C", "C", "O", "H", "H", "H", "H", "H", "H", "H", "H", "H", "H", "H", "H", "H", "H", "C", "N", "C", "C", "C", "C", "O", "H", "H", "H", "H", "H", "H", "H", "H", "H", "H", "H", "H", "H", "H", "C", "C", "C", "C", "N", "C", "C", "C", "C", "C", "H", "H", "H", "H", "H", "H", "H", "H", "H", "H", "H", "H", "H", "H", "H", "H", "H", "H", "H", "H", "C", "C", "C", "C", "N", "C", "C", "C", "C", "C", "H", "H", "H", "H", "H", "H", "H", "H", "H", "H", "H", "H", "H", "H", "H", "H", "H", "H", "H", "H", "Br"],
  "coordinates": [[-2.67695, -2.04154, -4.71347], [-2.16981, -3.47583, -4.95903], [-3.40215, -4.45875, -5.15661], [-3.05909, -5.81340, -5.79484], [-2.53812, -5.44132, -7.15827], [-2.17169, -6.63082, -4.87981], [-3.11148, -7.48533, -4.06299], [-4.28320, -7.76274, -5.03356], [-4.37273, -6.58012, -5.94882], [-3.60849, -1.80023, -5.22543], [-2.04858, -1.23350, -5.08805], [-2.95435, -1.97110, -3.66172], [-1.38561, -3.78711, -4.26893], [-1.58432, -3.46559, -5.87837], [-4.15948, -4.05888, -5.83089], [-3.84988, -4.79421, -4.22114], [-3.10580, -4.74825, -7.77915], [-2.54252, -6.32430, -7.79735], [-1.51513, -5.11065, -6.97867], [-1.66858, -7.34708, -5.52940], [-1.51309, -5.93661, -4.35788], [-2.59982, -8.40024, -3.76427], [-3.40898, -6.90133, -3.19205], [-4.26138, -8.72518, -5.54477], [-5.18697, -7.89550, -4.43885], [-4.58274, -6.84287, -6.98562], [-5.25544, -6.02598, -5.62969], [1.79281, -4.48768, -1.75964], [2.15883, -4.49919, -0.25726], [3.73940, -4.44053, 0.01924], [4.14432, -4.17340, 1.48415], [3.44297, -5.11849, 2.44920], [3.78029, -2.68885, 1.74406], [4.59503, -2.24812, 2.92526], [5.91911, -3.01915, 2.73879], [5.67810, -4.13801, 1.67829], [2.22894, -5.40615, -2.15246], [2.23821, -3.53975, -2.06154], [0.70440, -4.53880, -1.78858], [1.76094, -5.41469, 0.18052], [1.63947, -3.66012, 0.20570], [4.26626, -3.72999, -0.61766], [4.12101, -5.42518, -0.25081], [4.04576, -5.12875, 3.35730], [3.46200, -6.05339, 1.88912], [2.39703, -4.86972, 2.62867], [2.72976, -2.72711, 2.03222], [3.85642, -2.01821, 0.88818], [4.14692, -2.44528, 3.89913], [4.74767, -1.16901, 2.94300], [6.34912, -3.48814, 3.62380], [6.59151, -2.30800, 2.25896], [6.01829, -5.12302, 1.99785], [6.23681, -3.92553, 0.76681], [5.96739, 5.43036, -1.03438], [4.50144, 4.94945, -1.14247], [4.10193, 5.24599, -2.59599], [2.93438, 4.43085, -3.03156], [3.27838, 2.97436, -3.27120], [2.40891, 5.07587, -4.41274], [1.59467, 6.26040, -3.93369], [1.08398, 5.99636, -2.59852], [1.67766, 4.63530, -2.17005], [6.28247, 5.27619, -0.00236], [6.22517, 6.43572, -1.36738], [6.62073, 4.71993, -1.54086], [3.81401, 5.45392, -0.46347], [4.43275, 3.92534, -0.77561], [4.86229, 5.02225, -3.34424], [3.84127, 6.29690, -2.72144], [2.38149, 2.48495, -3.65088], [3.42654, 2.57940, -2.26614], [4.14102, 2.96107, -3.93737], [1.85031, 4.39479, -5.05476], [3.20428, 5.47248, -5.04376], [0.81446, 6.43497, -4.67456], [2.24023, 7.13385, -3.84185], [0.02139, 5.87482, -2.80884], [1.11692, 6.85118, -1.92302], [0.90247, 3.88428, -2.32224], [1.97387, 4.71902, -1.12442], [3.72351, 1.47589, 1.39766], [2.38739, 1.44220, 0.59934], [1.52130, 0.26108, 1.13708], [0.14433, 0.16392, 0.44323], [-0.66923, 1.46516, 0.56127], [0.33008, -0.31873, -1.04953], [-0.89712, -1.22994, -1.36899], [-1.55545, -1.48751, 0.00214], [-0.62233, -0.92691, 1.11386], [3.66077, 1.30272, 2.47199], [4.23714, 2.43291, 1.30602], [4.33405, 0.70900, 0.92098], [2.52984, 1.36548, -0.47859], [1.81156, 2.35869, 0.72806], [1.36660, 0.39292, 2.20796], [1.99326, -0.71214, 1.00222], [-0.32681, 2.30954, -0.03696], [-0.55534, 1.84275, 1.57742], [-1.68900, 1.26346, 0.23346], [0.46951, 0.59421, -1.62850], [1.28508, -0.84373, -1.07094], [-1.66851, -0.86330, -2.04622], [-0.57987, -2.20288, -1.74427], [-2.48581, -0.93047, -0.10852], [-2.05980, -2.42728, 0.22698], [-1.06881, -0.60614, 2.05507], [0.11794, -1.68055, 1.38245], [5.74434, 5.98203, 7.73130], [4.28395, 5.93187, 7.20050], [4.17207, 5.08058, 5.92925], [2.75261, 4.70787, 5.51826], [1.93037, 5.98360, 5.21313], [2.02535, 3.77542, 6.59666], [2.53744, 2.39062, 6.47300], [2.94477, 2.30772, 4.98595], [2.73931, 3.71946, 4.32110], [6.08500, 6.95132, 8.09533], [6.42843, 5.53015, 7.01302], [5.71576, 5.49134, 8.70418], [3.99319, 6.94456, 6.92120], [3.67488, 5.69750, 8.07355], [4.69770, 4.14402, 6.11544], [4.53879, 5.69081, 5.10388], [2.54138, 6.77311, 4.77559], [1.63598, 6.32925, 6.20407], [1.04075, 5.65111, 4.67822], [0.95172, 3.67370, 6.43832], [1.99364, 4.11503, 7.63192], [1.85394, 1.56732, 6.68064], [3.39044, 2.43103, 7.15039], [2.22213, 1.59306, 4.59205], [3.90675, 1.83232, 4.79442], [1.87661, 3.82193, 3.66281], [3.65118, 4.01857, 3.80426], [9.32614, 1.72683, 0.68071], [8.06215, 1.01021, 0.20717], [7.16036, 0.46500, 1.33118], [7.16083, 2.05931, -0.46478], [8.52322, -0.01187, -0.84090], [9.44827, -1.24251, -0.49360], [8.73790, -2.22532, 0.21495], [8.94118, 2.38171, 1.46239], [9.78444, 2.30926, -0.11857], [10.02025, 1.01915, 1.13403], [6.59545, 1.28223, 1.77964], [7.83023, 0.09593, 2.10782], [6.48810, -0.30130, 0.94526], [7.06734, 2.82790, 0.30244], [6.23172, 1.54371, -0.70769], [7.72747, 2.36677, -1.34370], [9.02779, 0.56317, -1.61733], [7.60897, -0.34360, -1.33304], [10.26597, -1.06721, 0.20550], [9.95522, -1.63362, -1.37572], [8.95555, -2.18657, 1.14915], [-2.00693, -3.67909, 2.97391], [-2.39614, -4.46823, 4.25836], [-3.34295, -5.63734, 3.72954], [-1.15309, -5.00639, 4.86332], [-3.31779, -3.55412, 5.13834], [-2.73589, -2.27472, 5.82753], [-3.29610, -2.16148, 7.15456], [-1.40047, -2.81184, 3.23500], [-2.95902, -3.29782, 2.60476], [-1.46753, -4.23337, 2.20585], [-2.72582, -6.23859, 3.06189], [-4.22076, -5.22168, 3.23481], [-3.53409, -6.25124, 4.60971], [-0.52950, -4.16619, 5.16876], [-0.59083, -5.60370, 4.14555], [-1.35556, -5.60510, 5.75138], [-3.74138, -4.30419, 5.80623], [-4.04887, -3.21498, 4.40444], [-2.96521, -1.33692, 5.32154], [-1.67695, -2.33428, 6.07893], [-2.76803, -2.72397, 7.72583], [-6.43121, -0.33434, -4.55377], [-6.72079, -1.87951, -4.42138], [-6.12681, -2.44235, -3.14107], [-6.97164, -2.19917, -1.82806], [-6.29935, -2.81468, -0.54260], [-7.17552, -2.39668, 0.69354], [-6.97701, -3.44238, 1.79464], [-6.34052, -4.61963, 1.11001], [-6.45837, -4.35582, -0.41443], [-4.75114, -2.44610, -0.42697], [-5.42424, 0.00574, -4.31199], [-7.15632, 0.28270, -4.02314], [-6.48193, -0.08934, -5.61467], [-6.26129, -2.38094, -5.27316], [-7.77817, -2.03919, -4.63244], [-5.14157, -2.00518, -2.97895], [-5.96668, -3.49260, -3.38486], [-8.01189, -2.52447, -1.81570], [-7.03579, -1.12900, -1.63131], [-6.79920, -1.41653, 0.98645], [-8.21241, -2.26999, 0.38224], [-6.32179, -2.96427, 2.52279], [-7.88657, -3.71346, 2.33065], [-5.28868, -4.72380, 1.37623], [-6.86158, -5.54501, 1.35552], [-5.69898, -4.88641, -0.98880], [-7.42706, -4.63899, -0.82620], [-4.30112, -2.99264, -1.25575], [-4.33383, -2.78260, 0.52209], [-4.62881, -1.36597, -0.50731], [-7.08049, 2.02231, -1.86531], [-5.64473, 1.68220, -1.36468], [-4.64641, 2.83995, -1.57916], [-4.94570, 4.15104, -0.85973], [-3.83551, 5.20871, -1.31661], [-3.86981, 5.76053, -2.73374], [-4.75269, 6.95820, -2.88395], [-5.18803, 7.24438, -1.47274], [-4.13483, 6.53666, -0.56164], [-2.34417, 4.87021, -1.05814], [-7.40540, 2.94924, -1.39273], [-7.91987, 1.36762, -1.63093], [-7.00958, 2.13636, -2.94700], [-5.22972, 0.79385, -1.84082], [-5.58081, 1.24218, -0.36949], [-4.46755, 2.94857, -2.64888], [-3.69800, 2.42451, -1.23851], [-4.93079, 3.93008, 0.20753], [-5.94763, 4.52662, -1.06751], [-2.87711, 6.06336, -3.06681], [-4.13069, 4.96709, -3.43409], [-4.12864, 7.77759, -3.24067], [-5.64044, 6.99559, -3.51529], [-5.26677, 8.31282, -1.27189], [-6.12886, 6.78581, -1.16835], [-3.18848, 7.07029, -0.47356], [-4.45998, 6.20968, 0.42602], [-2.27463, 4.32248, -0.11832], [-1.75560, 5.77621, -1.20253], [-2.15915, 4.13528, -1.84156], [-1.31226, 1.71578, -3.62719]],
  "forces_ev_per_angstrom": [[-0.60, -0.35, 0.15], [-0.78, -0.06, -1.55], [1.28, -0.69, 0.61], [-1.66, 2.07, -0.94], [1.39, -1.54, -0.37], [-0.05, -0.57, -1.35], [-0.04, 0.28, -0.27], [-0.31, -1.20, 1.22], [-0.79, -0.33, -0.02], [-0.20, -0.52, -0.26], [0.57, -0.24, 0.52], [0.28, 0.54, 0.25], [-0.53, -0.16, 0.64], [-0.35, 0.08, -0.28], [0.14, 0.37, 0.30], [-0.18, 0.64, 0.26], [-0.39, 0.45, 0.94], [0.41, -0.29, 0.30], [-0.11, -0.01, -0.57], [0.63, 0.46, -0.10], [0.11, -0.39, -0.11], [-0.15, 0.12, 0.22], [-0.36, -0.34, 0.24], [0.76, 0.11, -0.18], [-0.15, 0.32, -0.05], [0.51, 0.05, -0.02], [0.45, 0.80, -0.06], [0.91, -0.20, 2.06], [1.07, -0.08, 0.60], [-1.26, -0.98, -0.02], [-0.26, 2.36, -1.77], [0.94, 0.04, -0.92], [-1.55, -0.95, 1.30], [0.77, -0.28, 0.61], [0.18, -0.28, -0.84], [-0.21, -0.20, 0.77], [-0.03, 0.45, -0.80], [-0.32, -0.28, -1.18], [0.09, 0.20, -0.50], [0.10, 0.01, 0.23], [0.07, 0.22, 0.32], [-0.13, 0.20, 0.20], [0.19, -0.04, 0.14], [-0.31, -0.30, 0.00], [0.15, -0.34, 0.67], [0.24, 0.41, -0.08], [-0.20, 0.15, -0.24], [0.54, -0.63, -0.37], [-0.25, -0.40, -0.17], [0.13, 0.03, -0.25], [-0.02, 0.58, 0.12], [0.52, -0.30, 0.41], [-0.20, 0.00, 0.11], [-0.64, 0.08, -0.35], [0.14, -1.09, 1.15], [0.79, 1.16, -0.62], [-0.41, -0.78, 0.56], [-2.54, 0.00, -2.73], [-0.70, 1.22, 1.03], [0.46, 0.59, 0.52], [1.50, 1.13, -2.01], [-2.20, -1.02, 0.90], [0.58, 1.41, 0.66], [0.04, 0.63, 0.23], [-0.40, -0.03, 0.07], [-0.11, 0.12, -0.58], [0.25, 0.59, 0.00], [0.13, -0.47, -0.69], [0.30, -0.01, 0.31], [0.04, -0.04, 0.18], [0.25, 0.09, -0.44], [0.66, -0.30, -0.22], [-0.14, -0.42, 0.15], [-0.02, -0.57, 0.67], [0.57, -0.52, 0.33], [0.17, 0.41, 0.06], [-0.07, 0.13, -0.75], [-0.33, -0.39, 0.81], [0.61, -0.32, 0.22], [0.61, -0.48, -0.24], [0.05, -0.58, -0.03], [-0.28, 0.00, -1.06], [-0.60, -0.43, 1.20], [-0.08, 1.14, -0.87], [0.55, 0.58, -0.18], [0.58, -0.16, -0.19], [-0.65, 0.42, 0.77], [0.81, -0.94, 0.86], [-1.33, 1.40, 0.52], [-0.35, -1.12, -0.94], [-0.42, -0.24, -0.09], [-0.06, 0.02, -0.29], [0.35, -0.01, 0.38], [0.34, -0.23, 0.02], [0.08, 0.12, 0.25], [-0.29, 0.09, 0.00], [-0.01, 0.08, -0.18], [0.52, -0.55, -0.51], [-0.51, -0.47, 0.19], [0.00, -0.11, 0.44], [-0.34, -0.18, -0.18], [-0.21, -0.24, 0.05], [0.50, 0.40, -0.14], [0.41, 0.27, -0.41], [0.06, 0.82, 0.80], [1.15, -0.66, -0.15], [-0.22, 0.31, -0.29], [0.03, -0.16, -0.09], [-0.61, -0.29, 0.64], [0.23, 1.45, 0.00], [-0.50, -0.17, 1.17], [-2.31, -1.27, 0.35], [0.20, -1.17, 1.57], [-1.96, 0.99, 0.35], [2.33, 0.52, -0.41], [-0.88, -0.27, -0.60], [2.22, 0.00, 1.48], [-0.13, 0.36, -0.92], [0.30, 0.11, 0.39], [0.48, -0.84, -0.33], [-0.12, 0.12, 0.03], [-0.41, -0.57, -0.46], [0.19, -0.04, -0.52], [0.38, -0.46, -0.10], [-0.06, -0.40, -0.39], [-0.17, 0.24, -0.15], [0.21, 0.40, -0.17], [-0.22, 1.03, -1.07], [0.92, 0.70, -0.22], [-0.01, 0.53, 0.57], [0.24, -1.17, -0.15], [-0.12, 0.08, -0.62], [0.23, 0.48, 0.18], [-0.13, 0.18, 0.52], [-0.19, -0.16, -0.54], [-1.15, 0.01, 1.24], [-0.18, -0.04, -0.43], [1.80, 0.14, -0.03], [1.61, -1.19, 0.28], [0.24, -0.66, -0.72], [-0.04, 0.98, 1.76], [-1.57, -0.76, -0.20], [0.51, 0.28, 0.05], [-0.16, -0.27, -0.08], [-0.07, 0.01, -0.25], [0.14, 0.09, -0.25], [-0.21, -0.39, -0.04], [0.31, 0.01, -0.13], [-0.27, 0.21, -0.47], [-0.01, 0.31, -0.12], [-0.46, 0.40, -0.02], [0.19, 0.27, 0.20], [-0.07, -0.45, 0.16], [0.41, 1.21, -0.52], [-0.62, 0.00, -0.33], [0.36, -0.15, -0.09], [-0.70, 0.25, 1.27], [-0.71, 0.37, -2.83], [1.83, 0.46, 1.06], [0.19, 0.19, 0.70], [0.82, -0.13, -0.77], [0.09, -0.98, 2.36], [-0.29, 0.08, -1.42], [0.04, -0.09, 0.39], [0.10, -0.10, -0.30], [-0.23, -0.55, 0.38], [-0.13, 0.12, -0.15], [0.15, -0.01, 0.35], [-0.50, 0.10, -0.13], [-0.07, 0.02, 0.01], [-0.32, -0.05, -0.08], [-0.22, -0.04, -0.10], [-0.18, 0.64, 0.45], [-0.35, -0.31, 0.27], [-0.08, -0.28, -0.24], [0.46, -0.11, -1.08], [-0.10, -0.05, 0.47], [-0.48, -0.73, -0.88], [0.63, 2.16, -0.45], [-1.10, -0.63, 0.85], [1.44, -0.23, -0.17], [-0.26, -0.51, 0.46], [0.74, 0.84, -0.25], [0.12, 1.06, 0.08], [-0.03, -0.74, -1.06], [0.52, 0.34, 0.27], [-2.38, -0.54, -0.26], [0.26, -0.42, 0.54], [0.03, -0.13, -0.04], [-0.46, 0.18, -0.02], [0.33, -0.03, 0.08], [-0.14, -0.15, 0.68], [0.01, 0.15, -0.14], [-0.11, -0.40, 0.76], [0.21, -0.53, -0.28], [0.25, 0.13, 0.04], [-0.18, 0.08, 0.01], [0.15, -0.24, -0.31], [0.07, -0.34, 0.27], [-0.11, 0.22, -0.29], [0.05, -0.16, -0.02], [0.22, -0.08, -0.05], [0.04, 0.23, -0.09], [-0.10, 0.26, 0.15], [0.17, 0.25, 0.11], [-0.45, -0.15, 0.01], [-0.24, -0.08, -0.19], [0.78, 0.22, 0.40], [-0.69, -0.42, -0.02], [0.01, -0.99, -0.06], [1.33, -0.54, -1.47], [0.32, 2.13, 1.18], [-0.37, -1.87, -2.23], [-0.45, 1.35, 0.54], [0.34, -0.15, 2.19], [-0.50, -0.13, -0.17], [-2.29, -1.49, -0.75], [0.06, 0.22, -0.28], [0.45, -0.56, 0.02], [-0.30, 0.27, 0.07], [-0.01, 0.07, -1.12], [-0.47, 0.92, 0.86], [-0.43, 0.35, -0.15], [0.42, 0.23, 0.37], [0.58, 0.73, 0.16], [0.36, 0.42, -0.38], [0.27, -0.25, 0.70], [-0.12, -0.27, 0.16], [-0.08, 0.08, 0.02], [0.25, -0.89, -0.30], [0.03, -0.11, 0.21], [-0.30, 0.20, -0.52], [-0.13, 0.10, -0.09], [-0.16, 0.54, 0.04], [0.20, 0.61, 0.29], [-0.13, -0.28, 0.41], [0.59, 0.06, -0.07], [-0.03, 0.03, -0.05]]
}